Molecular formula: C34H93N7O13
Method: DFT, ωB97M-V with the def2-TZVPD basis set

```
147
Properties=species:S:1:pos:R:3:mulliken_charge:R:1
C -6.58493 -4.12979 2.07090 -1.285
C -5.18098 -4.82473 2.07094 -0.087
C -4.36778 -4.42988 0.77470 -0.773
O -4.36641 -3.00756 0.58809 -0.400
C -3.32077 -2.46141 -0.24483 -0.553
N -4.44112 -4.15416 3.18485 -0.167
H -3.46439 -4.30791 2.97878 0.198
H -4.56560 -3.15312 3.23493 0.359
H -4.64688 -4.50658 4.10873 0.405
H -7.19934 -4.63615 2.81536 0.456
H -7.00291 -4.35749 1.09031 0.384
H -6.67478 -3.04354 2.06188 0.363
H -5.19956 -5.90755 2.19442 0.397
H -4.89089 -4.78274 -0.11408 0.446
H -3.40372 -4.93843 0.76541 0.478
H -3.66969 -2.23437 -1.25220 0.594
H -2.60052 -3.27859 -0.28414 0.425
H -2.82365 -1.58257 0.16579 -0.218
C -2.12881 -1.04711 -3.03072 -0.814
C -1.39527 -2.39959 -3.30854 0.540
C -1.34689 -2.88031 -4.77173 -1.059
O -0.70640 -4.18047 -4.85123 -0.390
C -0.75418 -4.73285 -6.10570 -0.848
N 0.03537 -2.44260 -2.67913 0.855
H 0.33115 -3.37919 -2.44370 0.529
H 0.72547 -2.14993 -3.35604 -0.062
H 0.04517 -1.92824 -1.80997 -0.331
H -1.64404 -0.20207 -3.51961 0.502
H -2.27581 -0.91029 -1.95939 -0.542
H -3.14590 -0.99773 -3.41955 0.606
H -1.97861 -3.13198 -2.75049 0.007
H -0.87625 -2.07061 -5.32940 0.420
H -2.31777 -3.09293 -5.21927 0.637
H -0.26077 -5.70203 -6.17884 0.294
H -0.08801 -4.21025 -6.79215 0.363
H -1.72507 -4.95121 -6.55044 0.334
C -3.29632 2.08080 0.41495 -1.431
C -3.46341 1.82480 -1.13509 2.101
C -4.81200 1.15843 -1.43116 -0.892
O -4.96773 0.77902 -2.82658 -0.316
C -6.26960 0.37894 -3.30660 -0.755
N -3.47461 3.19588 -1.85126 0.063
H -3.48584 3.06183 -2.85225 0.438
H -4.31059 3.68099 -1.55815 0.488
H -2.76476 3.87291 -1.61076 0.041
H -3.04120 1.15125 0.92381 0.219
H -4.10323 2.43627 1.05576 0.562
H -2.43343 2.66631 0.73227 0.240
H -2.72204 1.11818 -1.50812 -1.393
H -5.67845 1.69670 -1.04693 0.690
H -4.80512 0.26456 -0.80742 0.158
H -6.50580 0.43296 -4.36932 0.288
H -6.99941 1.03878 -2.83747 0.353
H -6.47878 -0.66479 -3.07211 0.271
C 5.34122 3.68135 1.30850 -1.483
C 3.88559 3.29413 1.06993 0.292
C 3.27475 3.98447 -0.10855 0.540
O 3.81704 3.60623 -1.39149 -0.423
C 3.15755 4.18066 -2.46706 -0.608
N 3.78587 1.75212 0.99368 0.034
H 3.77694 1.30632 1.89992 0.435
H 3.02311 1.33722 0.47779 -0.133
H 4.65340 1.43353 0.58626 0.488
H 5.87774 2.97723 1.94447 0.388
H 5.41566 4.66362 1.77507 0.445
H 5.89624 3.87285 0.39014 0.374
H 3.30414 3.50941 1.96642 -0.004
H 3.21216 5.05652 0.07824 0.734
H 2.22546 3.69121 -0.07575 -0.682
H 2.60623 5.09916 -2.26577 0.373
H 2.56958 3.43035 -2.99567 0.108
H 3.99785 4.40512 -3.12403 0.302
C 8.34276 -1.90723 -2.30447 -1.462
C 7.20195 -2.29467 -1.37840 0.232
C 5.78643 -2.32650 -2.09129 -0.735
O 4.72819 -2.60310 -1.13060 -0.457
C 3.36253 -2.36030 -1.51333 -0.366
N 7.45825 -3.65641 -0.73041 -0.223
H 6.68614 -4.01232 -0.18518 0.307
H 7.60189 -4.35100 -1.44946 0.385
H 8.28915 -3.62479 -0.15710 0.380
H 9.26419 -1.98067 -1.72682 0.460
H 8.24689 -0.85927 -2.58853 0.392
H 8.54378 -2.63295 -3.09252 0.397
H 7.24947 -1.52055 -0.61250 0.210
H 5.71540 -3.03354 -2.91782 0.394
H 5.65635 -1.39269 -2.63827 0.441
H 2.97435 -3.00064 -2.30540 0.383
H 3.26089 -1.29484 -1.71966 0.224
H 2.65023 -2.54102 -0.70829 -0.040
C -0.88223 -2.67414 1.97604 -0.067
C 0.04629 -2.23083 3.14450 0.430
C 0.03278 -3.19959 4.32949 -0.848
O 0.67701 -2.55535 5.47019 -0.401
C 0.13978 -3.08506 6.73576 -0.750
N 1.43914 -2.10950 2.56287 0.034
H 2.20756 -1.82145 3.15165 0.403
H 1.78697 -2.94817 2.12042 0.436
H 1.21043 -1.44302 1.83927 -0.340
H -0.70033 -1.95685 1.17573 -0.609
H -1.93799 -2.56553 2.22439 0.223
H -0.71500 -3.67850 1.58694 0.487
H -0.18796 -1.22324 3.48800 0.138
H 0.43259 -4.15289 3.98382 0.430
H -1.02547 -3.44201 4.42660 0.417
H -0.70554 -2.48096 7.06530 0.296
H 0.95245 -3.02629 7.45980 0.288
H -0.21741 -4.11453 6.70970 0.340
C -0.67924 4.67594 6.17010 -1.372
C -1.50492 5.18355 5.05096 0.148
C -1.03430 4.61481 3.70208 -0.799
O -1.04529 3.19781 3.69525 -0.321
C -0.12090 2.51004 2.93689 -0.327
N -2.92117 4.67956 5.23694 -0.262
H -3.62717 4.84335 4.53349 0.313
H -2.87180 3.72252 5.55591 0.319
H -3.31316 5.12715 6.05309 0.379
H 0.31852 5.10653 6.08545 0.396
H -0.46974 3.60626 6.16991 0.299
H -1.11950 4.79213 7.16045 0.440
H -1.59902 6.26924 5.07401 0.357
H -0.08309 5.05809 3.40742 0.469
H -1.61357 4.91902 2.83030 0.504
H 0.70652 3.03152 2.45571 0.217
H -0.64998 1.90433 2.20116 -0.107
H 0.36618 1.85496 3.65918 0.323
C 0.19094 5.52315 -0.48491 0.568
C -0.65754 6.11338 -1.57803 0.316
O -0.17032 6.88262 -2.37035 -0.667
O -1.76476 5.60814 -1.77371 -0.816
H 1.23323 5.84187 -0.47302 0.225
H 0.27121 4.43735 -0.53683 -0.749
H -0.20389 5.78009 0.49804 0.268
C 2.23533 0.51316 -4.64377 -0.343
C 2.43198 -0.84563 -5.34963 0.363
O 2.14787 -1.91311 -4.74813 -0.757
O 2.96456 -0.77031 -6.42462 -0.678
H 1.15265 0.60718 -4.55964 0.137
H 2.72071 1.34096 -5.16075 0.376
H 2.63770 0.56657 -3.63216 -0.083
C 0.60376 1.71841 -1.13117 0.662
C 0.58868 0.34874 -0.48728 -0.118
O 1.65036 -0.03676 0.07519 -0.648
O -0.39672 -0.27601 -0.49440 -0.271
H 1.43164 1.90056 -1.81640 -0.245
H 0.52969 2.47719 -0.35216 -1.031
H -0.20495 1.87670 -1.84463 0.317
```

Energy above the lowest of the compared OMol25 structures with the same formula, charge and spin in kcal per mole: 98.7
Total charge: +4
LUMO level in eV: -9.0
E_HOMO in eV: -13.39
Maximum force in eV/Å: 7.6
Electronic energy in Eh: -2711.037101